Entry 1:
15
Properties=species:S:1:pos:R:3:lowdin_charge:R:1 method="wB97M-V/def2-TZVPD" e_tot_ha=-345.6744 de_lowest_ev=3.552 e_homo_ev=-8.7087
C 1.02 -1.38 -0.78 -0.022
C 0.40 -0.10 -0.41 -0.296
C -0.22 1.02 -1.14 -0.071
C 0.69 1.14 0.08 -0.101
O -1.05 -0.96 0.74 0.009
C -1.44 -0.24 1.68 -0.359
O -1.16 1.01 1.84 0.025
H 0.27 -2.12 -1.09 0.088
H 1.62 -1.79 0.04 0.091
H 1.68 -1.17 -1.63 0.101
H 0.17 1.18 -2.15 0.100
H -1.28 1.25 -1.02 0.104
H 1.66 1.60 0.26 0.113
H -0.29 1.24 1.13 0.080
H -2.08 -0.69 2.45 0.139

Entry 2:
15
Properties=species:S:1:pos:R:3:lowdin_charge:R:1 method="wB97M-V/def2-TZVPD" smiles=O[C@H]1C[C@@]2(O)C[C@@H]12 e_tot_ha=-345.6519 de_lowest_ev=4.164 e_homo_ev=-9.0814
O 2.08 0.11 -0.63 -0.018
C 1.12 0.28 0.39 -0.340
C 0.02 1.29 0.00 -0.013
C -1.02 0.15 0.01 -0.513
O -2.25 0.39 0.60 0.036
C -0.72 -0.92 -0.95 0.036
C 0.04 -0.76 0.50 -0.128
H 2.66 -0.62 -0.39 0.101
H 1.59 0.46 1.36 0.148
H -0.17 1.99 0.82 0.123
H 0.19 1.83 -0.93 0.121
H -2.86 -0.24 0.22 0.102
H -0.35 -1.88 -0.49 0.109
H -0.08 -0.64 -1.78 0.087
H -0.17 -1.45 1.32 0.151

Entry 3:
15
Properties=species:S:1:pos:R:3:lowdin_charge:R:1 method="wB97M-V/def2-TZVPD" e_tot_ha=-345.6806 de_lowest_ev=3.384 e_homo_ev=-9.5884
O 1.65 -1.98 0.49 -0.099
C 0.97 0.95 0.54 -0.038
C 0.80 0.43 -0.87 -0.096
C -0.64 0.15 -0.41 -0.470
C -1.88 0.21 -1.17 -0.068
O -1.40 -1.03 -0.64 -0.021
C -0.30 0.68 0.94 0.008
H 1.11 -2.26 -0.29 0.049
H 1.75 1.61 0.92 0.104
H 1.41 -0.41 -1.19 0.092
H 0.95 1.17 -1.66 0.115
H -2.80 0.56 -0.71 0.117
H -1.77 0.31 -2.25 0.118
H 0.88 -1.89 1.14 0.079
H -0.93 1.02 1.75 0.109

Entry 4:
16
Properties=species:S:1:pos:R:3:lowdin_charge:R:1 method="wB97M-V/def2-TZVPD" e_tot_ha=-687.0767 de_lowest_ev=3.807 e_homo_ev=-3.3514 total_charge=-1
C -0.34 -1.96 0.91 0.008
C -0.49 -2.03 -0.48 -0.144
C 0.47 -0.87 -2.56 -0.052
C 0.18 -0.95 -1.30 -0.229
C 0.62 1.19 1.61 -0.346
O -1.71 3.17 1.87 -0.470
O 0.58 3.69 0.75 -0.350
P -0.43 2.51 1.48 0.505
H -0.85 -2.66 1.66 0.069
H 0.15 -1.15 1.37 -0.039
H -1.23 -2.71 -0.86 0.068
H 0.84 0.01 -3.09 0.048
H 0.41 -1.79 -3.24 0.068
H 0.46 -0.11 -0.69 0.047
H 0.05 0.47 2.13 -0.181
H 1.31 3.16 0.41 -0.001

Entry 5:
16
Properties=species:S:1:pos:R:3:lowdin_charge:R:1 method="wB97M-V/def2-TZVPD" s2=8.768 e_tot_ha=-455.2408 spin_multiplicity=6 e_homo_ev="-14.8685 / -17.8364" total_charge=+2
O -0.29 -0.67 -0.46 -0.095
C -0.68 0.51 -0.76 -0.372
Rh 0.41 2.40 -0.97 0.886
O -1.96 0.62 -0.93 0.048
C -2.86 -0.44 -0.82 0.058
C -4.12 -0.17 -0.52 0.318
H -4.86 -0.96 -0.58 0.142
H -2.46 -1.44 -0.98 0.171
H -4.47 0.86 -0.39 0.145
H 0.81 -1.12 -1.09 0.237
C 1.24 -0.83 0.91 -0.022
H 1.43 0.22 1.13 0.091
H 0.73 -1.51 1.59 0.113
C 2.02 -1.43 -0.12 0.048
H 2.93 -0.89 -0.41 0.113
H 2.19 -2.50 -0.01 0.118

Entry 6:
16
Properties=species:S:1:pos:R:3:lowdin_charge:R:1 method="wB97M-V/def2-TZVPD" e_tot_ha=-743.7657 de_lowest_ev=6.033 e_homo_ev="-8.7045 / -9.0794"
C -1.25 1.17 3.08 -0.229
C -0.21 -0.86 -0.53 -0.412
C 1.01 -0.13 -0.82 -0.708
C 2.17 -0.93 -1.47 -0.145
C -2.25 1.97 0.87 -0.020
O -0.51 1.60 3.90 0.094
O -1.76 1.80 2.04 -0.037
S -0.25 0.20 -2.12 0.745
H -0.15 -2.00 -0.77 0.096
H 1.18 0.69 -0.10 0.114
H 2.52 -0.33 -2.37 0.085
H 1.76 -1.93 -1.81 0.078
H 2.90 -1.30 -0.69 0.087
H -0.95 -0.73 0.41 0.107
H -1.84 1.36 -0.04 0.056
H -3.36 2.09 0.76 0.089

Entry 7:
16
Properties=species:S:1:pos:R:3:lowdin_charge:R:1 method="wB97M-V/def2-TZVPD" e_tot_ha=-743.7904 de_lowest_ev=5.359 e_homo_ev="-8.2503 / -7.7235"
C -1.16 1.05 -0.25 -0.168
C -0.20 1.35 -1.13 0.047
C 0.31 -0.63 1.04 -0.131
C -1.14 -0.35 0.49 -0.343
C 1.24 -0.51 -0.11 -0.707
O -1.48 -1.34 -0.50 -0.058
O 1.19 -1.65 -0.94 -0.057
S 2.79 0.26 0.03 0.800
H -2.15 1.42 0.01 0.088
H -0.22 2.20 -1.95 0.076
H 0.66 0.19 1.71 0.126
H 0.20 -1.62 1.35 0.111
H -1.91 -0.39 1.14 0.094
H -0.66 -1.48 -1.06 0.089
H 1.89 -1.80 -1.57 0.105
H 2.16 1.49 0.23 -0.072

Entry 8:
16
Properties=species:S:1:pos:R:3:lowdin_charge:R:1 method="wB97M-V/def2-TZVPD" s2=2.010 e_tot_ha=-743.7818 de_lowest_ev=0.729 spin_multiplicity=3 e_homo_ev="-7.8552 / -9.7171"
C 0.96 0.98 0.23 -0.127
C 2.22 1.23 0.40 -0.268
C 0.44 -0.46 0.10 -0.673
C -0.22 -0.49 -1.34 -0.039
C -0.58 -0.69 1.25 -0.014
O 4.22 -0.24 -0.76 -0.497
O 1.43 -1.42 0.27 -0.107
S 3.40 -0.17 0.43 0.941
H 0.26 1.66 0.08 0.077
H 2.65 2.28 0.45 0.102
H -0.07 -1.56 -1.79 0.109
H 0.23 0.13 -2.16 0.080
H -1.35 -0.17 -1.34 0.104
H -1.18 -1.66 1.01 0.123
H -1.20 0.21 1.17 0.081
H 0.14 -0.67 2.11 0.106

Entry 9:
16
Properties=species:S:1:pos:R:3:lowdin_charge:R:1 method="wB97M-V/def2-TZVPD" smiles="O=CCCCC(=O)O" e_tot_ha=-420.9823 de_lowest_ev=2.007 e_homo_ev=-9.8437
O 0.13 3.53 0.91 0.064
C -0.41 2.48 0.69 -0.266
C 0.40 1.19 0.49 -0.158
C -0.02 0.41 -0.76 -0.166
C -0.73 -1.07 -0.75 -0.059
C 0.34 -2.06 -0.31 -0.591
O 1.21 -2.48 -0.97 0.116
O 0.42 -2.27 1.02 0.060
H -1.36 2.41 0.89 0.069
H -0.06 0.55 1.35 0.136
H 1.46 1.29 0.90 0.146
H 0.98 0.41 -1.25 0.122
H -0.79 0.93 -1.37 0.113
H -1.00 -1.19 -1.84 0.136
H -1.65 -1.09 -0.24 0.093
H 1.09 -3.04 1.23 0.186

Entry 10:
16
Properties=species:S:1:pos:R:3:lowdin_charge:R:1 method="wB97M-V/def2-TZVPD" smiles=C[C@@]1(O)[C@@]2(C)O[C@@]12O e_tot_ha=-420.9207 de_lowest_ev=3.684 e_homo_ev=-8.6820
C -1.80 0.09 -1.04 0.009
C -0.75 0.22 0.03 -0.382
O -1.30 0.24 1.31 0.050
C 0.62 -0.46 -0.06 -0.182
C 1.38 -1.54 0.60 0.008
O 1.01 0.34 -1.35 0.068
C 0.56 0.98 -0.19 -0.443
O 1.16 2.01 0.47 0.108
H -2.37 -0.82 -0.87 0.087
H -2.47 0.94 -0.98 0.087
H -1.32 0.06 -2.01 0.086
H -0.66 0.61 1.94 0.111
H 2.40 -1.22 0.81 0.091
H 0.88 -1.83 1.53 0.091
H 1.42 -2.40 -0.06 0.086
H 1.24 2.77 -0.12 0.123

Entry 11:
16
Properties=species:S:1:pos:R:3:lowdin_charge:R:1 method="wB97M-V/def2-TZVPD" smiles="CC(=O)C=O.CC=O" e_tot_ha=-420.9436 de_lowest_ev=3.061 e_homo_ev=-8.9789
C 1.00 -0.07 -2.21 -0.041
C 0.63 -1.23 -1.34 -0.363
O 0.56 -2.37 -1.72 0.102
C 0.62 -1.02 0.36 -0.221
O 0.45 -1.99 1.06 0.068
H 2.03 -0.10 -2.56 0.090
H 0.37 -0.01 -3.10 0.092
H 0.90 0.95 -1.83 0.072
H 1.29 -0.17 0.49 0.121
C -0.92 1.31 1.98 -0.039
C -1.28 0.20 1.03 -0.276
O -1.22 0.34 -0.22 -0.006
H -1.79 1.96 2.14 0.094
H -0.10 1.90 1.56 0.086
H -0.61 0.88 2.94 0.086
H -1.94 -0.58 1.44 0.135

Entry 12:
16
Properties=species:S:1:pos:R:3:lowdin_charge:R:1 method="wB97M-V/def2-TZVPD" smiles="CC(=O)C=C=O.CO" e_tot_ha=-420.9762 de_lowest_ev=2.174 e_homo_ev=-9.0999
C -2.87 -0.15 -0.09 -0.022
C -1.41 -0.20 -0.49 -0.486
O -1.01 0.35 -1.50 0.034
C -0.53 -0.73 0.53 -0.038
C 0.75 -1.15 0.41 -0.219
O 1.66 -1.80 0.72 0.186
H -3.25 -1.16 0.04 0.084
H -2.99 0.38 0.85 0.086
H -3.44 0.36 -0.86 0.082
H -1.03 -1.20 1.38 0.118
C 2.73 0.92 -0.05 -0.089
O 1.57 0.32 -0.59 -0.136
H 3.23 1.52 -0.81 0.089
H 2.50 1.55 0.82 0.095
H 3.38 0.10 0.26 0.087
H 0.71 0.87 -0.61 0.129

Entry 13:
16
Properties=species:S:1:pos:R:3:lowdin_charge:R:1 method="wB97M-V/def2-TZVPD" smiles="C#CC(=O)O.CCO" e_tot_ha=-420.9640 de_lowest_ev=2.507 e_homo_ev=-10.6201
C -2.42 -1.61 -0.32 0.169
C -2.28 -0.42 -0.35 -0.021
C -2.28 1.03 -0.45 -0.549
O -3.24 1.64 -0.84 0.141
O -1.13 1.62 -0.10 0.113
H -2.48 -2.65 -0.27 0.037
H -0.54 0.99 0.35 0.068
C 2.05 0.65 -0.15 -0.076
C 1.26 -0.63 0.08 -0.329
O 0.64 -0.66 1.36 -0.083
H 2.96 0.65 0.45 0.075
H 2.34 0.71 -1.20 0.079
H 1.46 1.53 0.10 0.069
H 1.91 -1.51 -0.04 0.115
H 0.44 -0.72 -0.64 0.095
H 1.32 -0.63 2.04 0.095

Entry 14:
16
Properties=species:S:1:pos:R:3:lowdin_charge:R:1 method="wB97M-V/def2-TZVPD" e_tot_ha=-420.7000 de_lowest_ev=9.689 e_homo_ev=-10.2837
C 1.87 0.12 -0.56 -0.192
C -0.36 -0.14 -0.21 -0.546
C -0.39 -1.26 0.94 0.005
C -0.65 1.31 0.30 -0.011
C -1.72 -0.09 -0.68 -0.452
H 2.55 0.40 -1.45 0.110
H 2.59 -0.72 -0.22 0.101
H 1.84 1.18 0.03 0.144
H 0.06 -0.74 2.15 0.148
H 0.96 -2.09 0.19 0.225
H -1.76 -1.95 1.11 0.229
H -0.05 1.96 -0.44 0.138
H -0.77 1.95 1.18 0.129
O 0.68 -0.18 -1.16 -0.131
O -2.13 1.04 -0.10 0.061
O -2.72 -0.79 -1.08 0.042

Entry 15:
17
Properties=species:S:1:pos:R:3:lowdin_charge:R:1 method="wB97M-V/def2-TZVPD" s2=0.756 e_tot_ha=-496.2718 de_lowest_ev=0.360 spin_multiplicity=2 e_homo_ev="-3.7974 / -3.7944" total_charge=-1
C 1.30 -0.84 -1.96 -0.081
C 2.18 -1.37 -0.83 -0.821
O 1.92 -2.53 -0.43 -0.115
O 3.15 -0.65 -0.46 -0.117
H 0.28 -1.21 -1.91 0.055
H 1.67 -1.06 -2.96 0.059
H 1.25 0.24 -1.88 0.038
C -1.39 1.15 1.43 -0.115
C -0.56 1.23 0.16 -0.072
C -1.78 -0.37 1.77 -0.605
O -1.17 -0.70 2.80 0.214
O -2.60 -0.89 1.05 0.100
H -0.85 1.57 2.28 0.103
H -2.36 1.65 1.40 0.116
H -0.05 2.18 0.20 0.085
H -1.19 1.15 -0.73 0.085
H 0.19 0.45 0.07 0.071

Entry 16:
17
Properties=species:S:1:pos:R:3:lowdin_charge:R:1 method="wB97M-V/def2-TZVPD" e_tot_ha=-496.3248 de_lowest_ev=0.029 e_homo_ev=-1.7190 total_charge=-2
C -1.87 -0.58 -1.11 -0.067
C -3.00 -1.34 -1.81 -0.812
O -2.74 -1.87 -2.91 -0.131
O -4.11 -1.35 -1.21 -0.137
H -0.92 -0.63 -1.63 0.033
H -1.72 -0.84 -0.06 0.060
H -2.14 0.48 -0.99 0.064
C 1.62 0.06 1.18 -0.195
C 1.47 0.65 -0.23 -0.125
C 1.89 1.12 2.28 -0.768
O 1.85 0.65 3.45 -0.135
O 2.09 2.31 1.97 -0.102
H 0.77 -0.55 1.49 0.086
H 2.48 -0.62 1.26 0.088
H 0.80 0.12 -0.90 0.023
H 2.49 0.74 -0.62 0.058
H 1.05 1.65 -0.16 0.061